{
  "formula": "C4H11NO4P",
  "method": "the ωB97M-V functional and the def2-TZVPD basis",
  "species": ["H", "H", "H", "H", "O", "H", "C", "H", "H", "H", "C", "H", "O", "H", "O", "O", "H", "C", "P", "N", "C"],
  "coordinates": [[-0.591, -1.811, 1.170], [0.931, 1.225, -1.422], [-0.200, -1.244, -2.205], [1.189, -1.086, 1.192], [2.798, -0.319, -1.147], [0.101, 2.797, 0.330], [0.008, -0.860, 1.151], [-0.190, -0.058, 1.749], [-1.034, 1.740, 0.766], [1.352, -1.170, -1.369], [0.571, 1.022, -0.404], [0.422, -2.368, -0.786], [4.182, 0.772, 0.716], [-1.026, 2.433, -0.871], [2.803, -1.138, 1.270], [1.649, 1.100, 0.599], [-1.149, -0.081, -0.500], [0.289, -1.421, -1.198], [3.059, -0.016, 0.319], [-0.144, -0.376, -0.279], [-0.500, 2.052, -0.018]],
  "forces_ev_per_a": [[0.265, 1.158, 0.601], [0.053, -0.832, 0.278], [0.206, -0.891, 1.276], [-1.519, -0.066, 0.553], [0.386, -0.012, -0.245], [1.433, 2.488, 0.979], [1.662, -2.922, -2.972], [-0.937, 1.628, 2.048], [-2.580, -1.234, 2.819], [0.277, 0.215, -0.173], [1.882, 0.171, 2.548], [-0.977, -1.705, 0.717], [3.317, 2.860, 0.574], [-0.743, -0.074, -0.377], [-1.211, -1.556, 0.567], [-2.391, -0.340, -2.445], [1.581, -0.986, 0.594], [0.716, 2.172, -2.915], [-2.013, -0.566, -1.361], [-1.781, 1.312, 0.115], [2.375, -0.820, -3.181]],
  "lowdin_charge": [0.103, 0.145, 0.115, 0.071, -0.404, 0.056, -0.024, 0.046, 0.033, 0.039, -0.315, 0.072, -0.338, 0.079, -0.379, -0.238, 0.172, -0.068, 0.031, -0.171, -0.026],
  "e_above_lowest_ev": 2.490,
  "spin_multiplicity": 1,
  "orbital_gap_ha": 0.2412,
  "lumo_energy_ev": 2.996,
  "smiles": "C[C@@H](OP(=O)([O-])[O-])[NH+](C)C",
  "charge": -1,
  "homo_ev": -3.567
}

***

{
  "formula": "C4H11NO4S2",
  "method": "the ωB97M-V functional and the def2-TZVPD basis",
  "species": ["S", "H", "H", "H", "C", "H", "N", "H", "O", "H", "O", "H", "H", "H", "H", "C", "C", "H", "O", "O", "C", "S"],
  "coordinates": [[-0.118, -1.298, 0.151], [-2.189, -1.814, -2.687], [-1.987, 0.379, -0.085], [0.529, 1.680, 2.053], [-1.249, -0.105, -2.050], [-0.557, -2.158, -2.239], [2.390, 1.635, 1.801], [1.161, 0.081, 2.517], [0.097, -2.585, -0.393], [-1.057, -1.354, -3.820], [2.662, 3.647, 3.214], [1.153, 1.540, 3.629], [-2.093, 0.494, -2.185], [1.515, 0.009, 0.411], [-0.347, 0.510, -2.221], [-1.191, -1.404, -2.829], [-1.554, -0.483, -0.617], [-2.220, -1.270, -0.451], [1.083, -0.301, -0.347], [-0.347, -1.316, 1.565], [1.287, 1.115, 2.577], [3.034, 2.996, 2.005]],
  "forces_ev_per_a": [[-0.993, 1.266, 0.590], [-0.327, -0.357, -0.250], [0.951, -0.347, 0.458], [-1.301, -0.603, -0.109], [0.997, -0.976, 0.229], [-0.520, 1.224, -1.726], [1.294, 0.206, -0.564], [-0.099, -1.441, -0.049], [0.490, -0.666, -1.007], [1.095, 0.272, -3.593], [-0.393, 1.522, 1.530], [0.782, -0.832, -1.113], [-1.352, 1.078, -1.588], [1.533, 1.137, 1.972], [-0.421, -0.214, 0.645], [-0.977, -1.416, 4.367], [2.471, 1.130, 0.806], [-1.533, -1.311, -0.500], [-2.022, -1.808, -1.038], [0.639, 0.941, 0.432], [-0.301, 3.418, 1.465], [-0.013, -2.224, -0.955]],
  "lowdin_charge": [0.623, 0.083, 0.122, 0.088, -0.270, 0.087, -0.400, 0.027, -0.267, 0.029, -0.494, 0.108, 0.085, -0.005, 0.119, -0.085, -0.224, 0.082, -0.134, -0.292, -0.176, 0.893],
  "e_above_lowest_ev": 0.709,
  "spin_multiplicity": 1,
  "orbital_gap_ha": 0.3755,
  "lumo_energy_ev": -0.538,
  "homo_ev": -10.755
}

***

{
  "formula": "C4H11NOS",
  "method": "the ωB97M-V functional and the def2-TZVPD basis",
  "species": ["O", "C", "C", "H", "H", "N", "S", "H", "H", "H", "C", "H", "C", "H", "H", "H", "H", "H"],
  "coordinates": [[-1.333, -1.948, -1.556], [-0.401, -1.584, -0.565], [1.005, 0.307, 0.399], [0.491, -2.153, -0.839], [-0.541, 0.141, 2.833], [-0.176, 0.632, -1.718], [0.477, 0.979, 3.070], [-0.693, -1.944, 0.432], [-1.156, 0.310, -0.005], [1.355, -0.563, 0.954], [0.736, 1.493, 1.317], [0.422, 0.187, -2.400], [-0.226, -0.071, -0.431], [-2.153, -1.452, -1.485], [-1.045, 0.829, -2.133], [1.589, 2.157, 1.425], [-0.119, 2.082, 1.020], [1.767, 0.598, -0.320]],
  "forces_ev_per_a": [[-0.244, -0.265, -0.281], [-0.207, -0.150, 0.391], [-0.476, 0.125, -0.282], [0.286, 0.436, 0.020], [-0.048, -0.012, 0.023], [1.468, 0.129, 0.578], [-0.106, 0.080, -0.247], [-0.071, -0.162, -0.059], [0.024, -0.047, 0.572], [0.130, 0.124, 0.169], [0.264, -0.428, 1.109], [0.007, -0.100, 0.035], [-0.101, 0.133, -1.229], [0.055, 0.079, 0.229], [-1.164, 0.002, -0.420], [0.102, 0.068, -0.245], [-0.121, 0.136, -0.301], [0.199, -0.149, -0.061]],
  "lowdin_charge": [-0.063, -0.247, -0.238, 0.127, -0.163, 0.050, 0.675, 0.119, 0.137, 0.097, -0.536, 0.082, -0.402, 0.085, 0.048, 0.058, 0.062, 0.110],
  "e_above_lowest_ev": 1.216,
  "spin_multiplicity": 1,
  "orbital_gap_ha": 0.3567,
  "lumo_energy_ev": 0.682,
  "smiles": "N[C@@H](CO)CCS",
  "homo_ev": -9.023
}